Entry 1:
# C29H21F2IPPd

A structure of composition C29H21F2IPPd in a non-equilibrium geometry (ωB97M-V/def2-TZVPD, the Open Molecules 2025 dataset).

Element x y z (Å)
Pd (-0.13, -0.14, 1.34)
I (0.19, -2.08, 3.87)
C (1.98, -0.93, 4.07)
C (2.56, -0.95, 5.31)
C (3.78, -0.27, 5.51)
C (4.39, 0.36, 4.47)
C (3.81, 0.37, 3.18)
C (4.48, 0.96, 2.08)
C (3.95, 0.90, 0.83)
C (2.69, 0.31, 0.62)
C (1.94, -0.23, 1.66)
C (2.54, -0.26, 2.95)
H (2.09, -1.48, 6.12)
H (4.23, -0.29, 6.49)
H (5.34, 0.86, 4.61)
H (5.44, 1.44, 2.25)
H (4.49, 1.32, -0.01)
H (2.30, 0.27, -0.39)
C (-1.40, -2.13, -5.59)
C (-1.97, -0.97, -5.08)
C (-1.66, -0.55, -3.80)
C (-0.79, -1.28, -3.00)
C (-0.23, -2.45, -3.52)
C (-0.54, -2.87, -4.80)
P (-0.46, -0.84, -1.22)
C (-0.47, 1.00, -1.44)
C (-1.45, 1.85, -0.93)
C (-1.38, 3.21, -1.16)
C (-0.34, 3.76, -1.89)
C (0.65, 2.93, -2.40)
C (0.58, 1.56, -2.18)
C (-2.10, -1.16, -0.47)
C (-3.26, -1.63, -1.07)
C (-4.38, -1.86, -0.28)
C (-4.32, -1.65, 1.09)
C (-3.14, -1.21, 1.69)
C (-2.01, -0.95, 0.92)
H (-1.64, -2.45, -6.60)
H (-2.66, -0.39, -5.68)
H (-2.11, 0.36, -3.40)
H (0.44, -3.03, -2.89)
H (-0.10, -3.79, -5.19)
H (-2.27, 1.44, -0.36)
H (-2.16, 3.86, -0.75)
H (-0.30, 4.83, -2.08)
H (1.47, 3.34, -2.97)
H (1.34, 0.91, -2.60)
H (-3.30, -1.81, -2.14)
H (-5.29, -2.22, -0.74)
H (-5.19, -1.85, 1.70)
H (-3.11, -1.08, 2.77)
F (-1.85, 1.75, 2.59)
C (-0.52, 1.38, 2.65)
F (0.17, 2.47, 2.14)
H (-0.27, 1.35, 3.72)

Computed properties:
HOMO ... -4.01 eV
Frontier orbital gap ... 0.245 hartree
LUMO energy ... 2.67 eV
Net charge ... -1


Entry 2:
# C29H21F5GeMnN2O4

A structure of composition C29H21F5GeMnN2O4 in a non-equilibrium geometry (ωB97M-V/def2-TZVPD, the Open Molecules 2025 dataset).

Element x y z (Å)
Mn (2.01, 1.38, -0.12)
N (2.83, 3.37, -0.09)
C (4.30, 3.29, -0.16)
C (4.82, 1.92, 0.26)
O (6.02, 1.86, 0.60)
N (3.92, 0.94, 0.19)
C (4.46, -0.35, 0.57)
C (3.72, -1.61, 0.18)
O (4.37, -2.66, 0.15)
O (2.45, -1.63, -0.05)
H (2.43, 4.04, -0.73)
H (2.53, 3.61, 0.85)
H (4.80, 4.04, 0.45)
H (4.61, 3.44, -1.19)
H (4.57, -0.40, 1.66)
H (5.47, -0.46, 0.17)
F (-3.60, 5.80, 1.19)
C (-2.64, 4.93, 0.83)
C (-2.19, 3.96, 1.71)
F (-2.74, 3.90, 2.94)
C (-1.20, 3.08, 1.35)
F (-0.80, 2.17, 2.26)
C (-0.59, 3.08, 0.07)
O (0.28, 2.23, -0.30)
C (-1.07, 4.09, -0.78)
F (-0.56, 4.19, -2.03)
C (-2.06, 4.98, -0.42)
F (-2.48, 5.92, -1.30)
C (1.54, -0.44, -0.09)
Ge (-0.14, -1.24, -0.19)
C (-0.46, -2.40, 1.41)
C (-0.66, -3.78, 1.35)
C (-0.78, -4.55, 2.50)
C (-0.72, -3.95, 3.75)
C (-0.52, -2.58, 3.84)
C (-0.38, -1.82, 2.68)
C (-1.77, -0.14, -0.35)
C (-2.76, -0.13, 0.63)
C (-3.91, 0.65, 0.49)
C (-4.10, 1.42, -0.65)
C (-3.13, 1.41, -1.65)
C (-1.98, 0.64, -1.49)
C (-0.32, -2.56, -1.69)
C (0.73, -3.45, -1.95)
C (0.69, -4.32, -3.04)
C (-0.40, -4.32, -3.90)
C (-1.45, -3.45, -3.66)
C (-1.41, -2.58, -2.57)
H (-0.72, -4.26, 0.37)
H (-0.93, -5.63, 2.42)
H (-0.81, -4.55, 4.65)
H (-0.45, -2.10, 4.81)
H (-0.18, -0.75, 2.76)
H (-2.63, -0.73, 1.53)
H (-4.66, 0.65, 1.28)
H (-4.98, 2.03, -0.75)
H (-3.26, 2.01, -2.54)
H (-1.22, 0.66, -2.27)
H (1.60, -3.44, -1.30)
H (1.52, -5.00, -3.21)
H (-0.43, -5.00, -4.74)
H (-2.31, -3.44, -4.32)
H (-2.25, -1.92, -2.39)

Computed properties:
HOMO (alpha / beta) ... 0.69 / -0.10 eV
Spin multiplicity ... 4
Frontier orbital gap (alpha / beta) ... 0.138 / 0.168 hartree
LUMO energy (alpha / beta) ... 4.44 / 4.45 eV
Expectation value of S² ... 3.81
Net charge ... -2


Entry 3:
# C29H21FeN5O5S

A structure of composition C29H21FeN5O5S (ωB97M-V/def2-TZVPD, the Open Molecules 2025 dataset).

Element x y z (Å)
Fe (-0.12, 0.49, -0.06)
O (5.78, -0.33, -0.42)
C (4.43, -0.13, -0.31)
C (3.79, -0.17, 0.93)
C (2.42, 0.03, 0.95)
N (1.75, 0.24, -0.18)
C (2.35, 0.33, -1.36)
C (3.72, 0.14, -1.47)
C (1.38, 0.68, -2.49)
O (1.82, 0.81, -3.62)
O (0.18, 0.83, -2.08)
C (1.52, 0.06, 2.19)
O (2.04, -0.11, 3.29)
O (0.30, 0.29, 1.91)
H (6.13, -0.53, 0.45)
H (4.31, -0.35, 1.86)
H (4.20, 0.20, -2.44)
S (-4.35, 6.63, 0.30)
N (-4.76, 5.07, 0.40)
C (-3.64, 4.38, 0.32)
C (-3.53, 2.93, 0.36)
C (-4.62, 2.07, 0.54)
C (-4.38, 0.72, 0.58)
C (-3.08, 0.24, 0.41)
N (-2.04, 1.05, 0.20)
C (-2.26, 2.37, 0.22)
C (-1.07, 3.21, 0.11)
N (0.10, 2.56, 0.06)
C (1.21, 3.27, -0.03)
C (1.22, 4.66, -0.08)
C (0.02, 5.34, -0.03)
C (-1.15, 4.60, 0.07)
C (-2.48, 5.20, 0.17)
N (-2.75, 6.49, 0.15)
H (-5.61, 2.48, 0.65)
H (-5.18, 0.01, 0.74)
H (-2.83, -0.81, 0.42)
H (2.13, 2.70, -0.07)
H (2.16, 5.18, -0.17)
H (-0.02, 6.42, -0.06)
C (0.90, -2.64, -1.93)
C (-0.33, -2.75, -1.00)
C (-1.44, -3.42, -1.81)
C (-0.79, -1.37, -0.53)
C (0.06, -3.63, 0.20)
C (0.94, -3.11, 1.15)
C (1.34, -3.83, 2.26)
C (0.86, -5.12, 2.45)
C (-0.02, -5.66, 1.52)
C (-0.41, -4.92, 0.41)
H (0.67, -1.98, -2.77)
H (1.18, -3.63, -2.31)
H (1.76, -2.23, -1.39)
H (-1.68, -2.79, -2.67)
H (-2.35, -3.54, -1.21)
H (-1.15, -4.41, -2.19)
H (-1.53, -1.04, -1.28)
H (1.29, -2.10, 1.02)
H (2.00, -3.38, 2.99)
H (1.15, -5.69, 3.32)
H (-0.41, -6.66, 1.66)
H (-1.10, -5.37, -0.29)

Computed properties:
HOMO (alpha / beta) ... -3.22 / -4.56 eV
Spin multiplicity ... 2
Frontier orbital gap (alpha / beta) ... 0.167 / 0.216 hartree
LUMO energy (alpha / beta) ... 1.32 / 1.32 eV
Expectation value of S² ... 0.81
Net charge ... -1


Entry 4:
# C29H22BrIrN5O3S

A structure of composition C29H22BrIrN5O3S (ωB97M-V/def2-TZVPD, the Open Molecules 2025 dataset).

Element x y z (Å)
Ir (0.09, -0.28, -0.85)
Br (-4.75, -5.82, 0.06)
C (-3.28, -4.64, -0.10)
C (-1.97, -5.14, 0.10)
C (-0.90, -4.31, -0.02)
C (-1.04, -2.93, -0.35)
O (0.06, -2.25, -0.44)
C (-2.37, -2.44, -0.54)
C (-2.72, -1.11, -0.87)
N (-1.90, -0.12, -1.05)
C (-2.31, 1.20, -1.41)
C (-3.59, 1.61, -1.64)
C (-3.86, 2.95, -2.00)
C (-2.85, 3.86, -2.12)
C (-1.51, 3.47, -1.89)
C (-0.41, 4.35, -2.00)
C (0.85, 3.89, -1.75)
C (1.04, 2.54, -1.40)
N (0.03, 1.70, -1.31)
C (-1.25, 2.14, -1.54)
C (-3.47, -3.34, -0.41)
H (-1.83, -6.18, 0.35)
H (0.11, -4.68, 0.13)
H (-3.78, -0.92, -0.99)
H (-4.43, 0.93, -1.56)
H (-4.88, 3.25, -2.17)
H (-3.06, 4.89, -2.39)
H (-0.58, 5.38, -2.27)
H (1.71, 4.54, -1.82)
H (2.02, 2.13, -1.20)
H (-4.47, -2.95, -0.56)
O (3.94, -0.91, -2.01)
C (2.76, -0.75, -1.87)
O (2.15, -0.35, -0.79)
C (1.82, -0.99, -3.04)
C (2.28, -1.39, -4.28)
C (1.36, -1.60, -5.29)
C (0.01, -1.39, -5.04)
C (-0.38, -0.98, -3.77)
N (0.52, -0.78, -2.80)
H (3.34, -1.54, -4.40)
H (1.69, -1.92, -6.27)
H (-0.74, -1.55, -5.80)
H (-1.41, -0.81, -3.52)
N (2.22, 0.22, 1.93)
C (1.00, 0.44, 2.37)
S (-0.42, 0.16, 1.43)
N (0.81, 0.89, 3.62)
C (1.71, 0.88, 4.72)
C (2.70, -0.09, 4.88)
C (3.51, -0.05, 6.01)
C (3.33, 0.92, 6.97)
C (2.34, 1.87, 6.81)
C (1.53, 1.86, 5.69)
H (2.37, -0.04, 0.95)
H (3.02, 0.53, 2.46)
H (-0.14, 1.17, 3.82)
H (2.81, -0.89, 4.17)
H (4.27, -0.81, 6.13)
H (3.96, 0.94, 7.85)
H (2.19, 2.64, 7.56)
H (0.76, 2.60, 5.56)

Computed properties:
HOMO ... -10.27 eV
Frontier orbital gap ... 0.243 hartree
LUMO energy ... -3.65 eV
Net charge ... +1


Entry 5:
# C29H22BrN3O2Sn

A structure of composition C29H22BrN3O2Sn (ωB97M-V/def2-TZVPD, the Open Molecules 2025 dataset).

Element x y z (Å)
Sn (1.25, 1.04, -0.51)
N (2.38, 0.14, -2.96)
C (2.55, -1.22, -2.73)
C (3.82, -1.78, -2.79)
C (4.01, -3.13, -2.54)
C (2.93, -3.94, -2.23)
C (1.67, -3.37, -2.15)
C (1.45, -2.01, -2.37)
C (0.07, -1.46, -2.25)
C (-0.96, -2.19, -2.86)
C (-2.29, -1.80, -2.74)
C (-2.59, -0.66, -2.01)
C (-1.58, 0.07, -1.41)
C (-0.23, -0.30, -1.51)
H (3.16, 0.62, -3.38)
H (1.49, 0.46, -3.32)
H (4.66, -1.15, -3.06)
H (5.01, -3.55, -2.60)
H (3.07, -5.00, -2.05)
H (0.82, -3.99, -1.88)
H (-0.71, -3.06, -3.44)
H (-3.07, -2.37, -3.23)
H (-3.62, -0.34, -1.91)
H (-1.84, 0.96, -0.86)
C (1.71, -3.61, 1.14)
C (0.48, -3.83, 1.73)
C (-0.33, -2.75, 2.04)
C (0.13, -1.47, 1.74)
N (1.29, -1.26, 1.13)
C (2.06, -2.30, 0.83)
C (-0.63, -0.25, 2.14)
C (-1.54, -0.30, 3.19)
C (-2.20, 0.86, 3.57)
C (-1.93, 2.03, 2.89)
C (-1.01, 1.99, 1.85)
N (-0.38, 0.88, 1.48)
H (2.38, -4.42, 0.88)
H (0.15, -4.84, 1.95)
H (-1.30, -2.90, 2.49)
H (2.99, -2.08, 0.32)
H (-1.70, -1.22, 3.73)
H (-2.91, 0.84, 4.39)
H (-2.42, 2.96, 3.14)
H (-0.78, 2.88, 1.28)
Br (-0.99, 5.58, 0.00)
C (-1.32, 5.30, -1.85)
C (-2.07, 6.28, -2.48)
C (-2.32, 6.20, -3.84)
C (-1.82, 5.13, -4.58)
C (-1.06, 4.17, -3.94)
C (-0.80, 4.22, -2.57)
C (-0.01, 3.08, -1.99)
O (0.81, 2.48, -2.72)
O (-0.24, 2.73, -0.79)
H (-2.44, 7.12, -1.90)
H (-2.92, 6.96, -4.32)
H (-2.01, 5.06, -5.64)
H (-0.64, 3.34, -4.49)

Computed properties:
HOMO ... -7.50 eV
Frontier orbital gap ... 0.273 hartree
LUMO energy ... -0.07 eV


Entry 6:
# C29H22CdIN8O3S2

A structure of composition C29H22CdIN8O3S2 in a non-equilibrium geometry (ωB97M-V/def2-TZVPD, the Open Molecules 2025 dataset).

Element x y z (Å)
Cd (0.07, 1.54, -0.78)
O (0.08, 5.68, -1.75)
C (-0.20, 4.54, -1.41)
O (0.53, 3.70, -0.87)
C (-1.71, 4.07, -1.56)
C (-2.70, 5.07, -1.85)
C (-4.01, 4.65, -1.91)
C (-4.33, 3.28, -1.82)
C (-5.65, 2.74, -1.96)
C (-5.88, 1.44, -1.64)
C (-4.83, 0.55, -1.34)
C (-3.52, 1.00, -1.47)
C (-3.27, 2.38, -1.64)
N (-1.99, 2.84, -1.42)
H (-2.27, 6.05, -1.92)
H (-4.87, 5.34, -1.92)
H (-6.41, 3.41, -2.32)
H (-6.90, 1.10, -1.66)
H (-5.01, -0.50, -1.23)
H (-2.75, 0.22, -1.44)
C (0.76, -5.31, 8.08)
C (0.77, -4.51, 6.82)
O (1.68, -4.47, 6.03)
S (-0.78, -3.75, 6.52)
C (-0.62, -2.97, 4.99)
C (-1.59, -3.11, 3.98)
C (-1.40, -2.44, 2.81)
C (-0.30, -1.67, 2.60)
C (0.71, -1.56, 3.57)
C (0.49, -2.17, 4.77)
C (-0.13, -0.81, 1.44)
C (-0.02, 0.15, 0.71)
H (0.16, -4.85, 8.84)
H (1.76, -5.28, 8.43)
H (0.42, -6.34, 7.86)
H (-2.40, -3.80, 4.13)
H (-2.12, -2.62, 2.03)
H (1.58, -0.98, 3.33)
H (1.11, -1.99, 5.64)
I (-1.00, -5.04, -4.43)
C (-0.68, -3.43, -3.23)
C (0.44, -3.19, -2.46)
N (0.23, -1.97, -1.89)
N (-0.99, -1.53, -2.19)
C (-1.53, -2.34, -3.07)
H (1.37, -3.71, -2.27)
H (0.78, -1.43, -1.29)
H (-2.51, -2.16, -3.57)
C (4.03, 3.62, -2.44)
N (2.77, 2.93, -2.42)
C (2.53, 1.77, -3.04)
N (3.57, 1.32, -3.78)
S (0.97, 1.05, -3.14)
H (4.02, 4.44, -1.77)
H (4.27, 3.92, -3.49)
H (4.81, 2.91, -2.10)
H (2.01, 3.42, -2.04)
H (4.46, 1.36, -3.25)
H (3.47, 0.34, -4.05)
N (4.06, 0.14, 1.80)
C (4.39, -0.13, 0.73)
C (4.79, -0.53, -0.61)
C (5.60, 0.34, -1.35)
N (6.19, 1.06, -2.04)
C (4.03, -1.52, -1.29)
N (3.46, -2.25, -1.98)

Computed properties:
HOMO ... -5.43 eV
Frontier orbital gap ... 0.265 hartree
LUMO energy ... 1.78 eV
Net charge ... -1


Entry 7:
# C29H22Cl2F5N2O6PS2Zr

A structure of composition C29H22Cl2F5N2O6PS2Zr in a non-equilibrium geometry (ωB97M-V/def2-TZVPD, the Open Molecules 2025 dataset).

Element x y z (Å)
Zr (-0.38, 1.44, 0.04)
N (-1.18, 0.16, -2.04)
C (-2.55, 0.60, -2.36)
C (-3.30, 0.83, -1.08)
O (-4.50, 0.63, -1.00)
N (-2.49, 1.24, -0.05)
C (-3.16, 1.32, 1.25)
C (-2.18, 0.93, 2.32)
O (-2.47, 0.73, 3.47)
O (-0.92, 0.83, 1.84)
H (-1.24, -0.81, -1.74)
H (-0.62, 0.17, -2.88)
H (-2.49, 1.55, -2.89)
H (-3.11, -0.11, -2.96)
H (-3.54, 2.32, 1.46)
H (-4.02, 0.65, 1.29)
O (1.19, 2.75, 0.31)
S (2.39, 1.98, 0.87)
O (2.55, 0.77, 0.06)
O (1.55, 1.35, 2.22)
C (2.00, 0.10, 2.65)
C (2.86, 0.09, 3.74)
C (3.36, -1.12, 4.20)
C (3.00, -2.30, 3.57)
C (2.15, -2.27, 2.48)
C (1.62, -1.08, 2.00)
P (0.53, -1.13, 0.53)
C (-0.94, -2.05, 1.13)
C (-1.89, -2.50, 0.21)
C (-3.12, -2.98, 0.63)
C (-3.42, -3.02, 1.99)
C (-2.47, -2.60, 2.91)
C (-1.24, -2.11, 2.48)
C (1.38, -2.32, -0.58)
C (2.46, -1.89, -1.35)
C (3.16, -2.80, -2.14)
C (2.78, -4.13, -2.18)
C (1.70, -4.56, -1.43)
C (1.00, -3.67, -0.63)
H (3.12, 1.03, 4.20)
H (4.03, -1.13, 5.06)
H (3.40, -3.25, 3.92)
H (1.88, -3.20, 1.99)
H (-1.66, -2.52, -0.85)
H (-3.85, -3.32, -0.10)
H (-4.39, -3.37, 2.32)
H (-2.70, -2.62, 3.97)
H (-0.53, -1.75, 3.21)
H (2.77, -0.86, -1.33)
H (4.00, -2.45, -2.73)
H (3.33, -4.84, -2.80)
H (1.40, -5.60, -1.45)
H (0.18, -4.03, -0.03)
F (3.17, 2.89, -5.89)
C (2.24, 3.01, -4.94)
C (2.16, 2.10, -3.91)
F (3.01, 1.07, -3.84)
C (1.18, 2.27, -2.96)
F (1.12, 1.34, -1.97)
C (0.25, 3.29, -2.94)
S (-0.96, 3.45, -1.70)
C (0.37, 4.18, -4.01)
F (-0.48, 5.21, -4.10)
C (1.33, 4.05, -4.98)
F (1.40, 4.93, -5.98)
Cl (-2.37, 3.89, 4.19)
C (-2.12, 4.75, 2.69)
Cl (-1.03, 3.93, 1.54)
H (-1.63, 5.69, 2.90)
H (-3.07, 4.89, 2.19)

Computed properties:
HOMO ... -7.99 eV
Frontier orbital gap ... 0.295 hartree
LUMO energy ... 0.03 eV


Entry 8:
# C29H22MnN2PS2

A structure of composition C29H22MnN2PS2 (ωB97M-V/def2-TZVPD, the Open Molecules 2025 dataset).

Element x y z (Å)
Mn (1.81, -0.82, -0.26)
S (3.66, -0.51, 1.30)
C (4.16, 1.10, 0.81)
C (5.10, 1.74, 1.63)
C (5.59, 3.01, 1.36)
C (6.53, 3.60, 2.25)
N (7.31, 4.06, 2.97)
C (5.13, 3.68, 0.22)
C (4.21, 3.06, -0.61)
C (3.70, 1.78, -0.34)
S (2.55, 1.14, -1.49)
C (5.60, 4.99, -0.11)
N (5.95, 6.05, -0.38)
H (5.45, 1.22, 2.52)
H (3.86, 3.58, -1.49)
C (-2.85, -0.33, -3.38)
C (-3.49, 0.12, -2.09)
C (-4.79, 0.62, -2.10)
C (-5.41, 1.02, -0.92)
C (-4.74, 0.91, 0.28)
C (-3.45, 0.41, 0.30)
C (-2.81, 0.02, -0.87)
P (-1.09, -0.62, -0.90)
C (-0.54, -0.31, 0.83)
C (-0.33, -1.36, 1.74)
C (0.16, -1.11, 3.01)
C (0.45, 0.19, 3.39)
C (0.24, 1.23, 2.51)
C (-0.25, 1.01, 1.22)
C (-0.48, 2.18, 0.30)
C (-1.35, -2.42, -0.87)
C (-2.59, -3.01, -0.63)
C (-2.71, -4.39, -0.50)
C (-1.57, -5.17, -0.59)
C (-0.34, -4.59, -0.84)
C (-0.19, -3.21, -1.01)
C (1.14, -2.60, -1.29)
H (-3.49, -0.10, -4.23)
H (-2.67, -1.41, -3.37)
H (-1.88, 0.15, -3.52)
H (-5.32, 0.70, -3.04)
H (-6.42, 1.41, -0.96)
H (-5.22, 1.21, 1.21)
H (-2.92, 0.33, 1.25)
H (-0.53, -2.37, 1.42)
H (0.34, -1.94, 3.69)
H (0.85, 0.39, 4.38)
H (0.48, 2.25, 2.80)
H (0.09, 3.04, 0.63)
H (-1.54, 2.45, 0.28)
H (-0.17, 1.94, -0.72)
H (-3.47, -2.38, -0.53)
H (-3.68, -4.83, -0.32)
H (-1.64, -6.25, -0.47)
H (0.54, -5.22, -0.92)
H (1.12, -2.23, -2.33)
H (1.91, -3.37, -1.25)

Computed properties:
HOMO (alpha / beta) ... -4.55 / -4.77 eV
Spin multiplicity ... 6
Frontier orbital gap (alpha / beta) ... 0.257 / 0.265 hartree
LUMO energy (alpha / beta) ... 2.44 / 2.43 eV
Expectation value of S² ... 8.76
Net charge ... -1


Which formula does entry 8 have? C29H22MnN2PS2